{"formula": "C28H71Cr2O28S8", "method": "ωB97M-V/def2-TZVPD", "multiplicity": 9, "homo_lumo_gap_ev": [7.85, 8.97], "largest_force_ev_per_a": 8.86, "mol_weight_g_mol": 1216.376, "e_tot_ha": -8490.25370, "charge": 1, "elements": ["Cr", "Cr", "C", "C", "C", "O", "H", "H", "H", "H", "H", "H", "H", "C", "O", "O", "O", "O", "S", "O", "O", "C", "C", "C", "H", "H", "H", "H", "H", "H", "H", "H", "O", "S", "O", "O", "C", "C", "C", "H", "H", "H", "H", "H", "H", "H", "H", "O", "S", "O", "O", "C", "C", "C", "H", "H", "H", "H", "H", "H", "H", "H", "O", "S", "O", "O", "C", "C", "C", "H", "H", "H", "H", "H", "H", "H", "H", "O", "S", "O", "O", "C", "C", "C", "H", "H", "H", "H", "H", "H", "H", "H", "O", "S", "O", "O", "C", "C", "C", "H", "H", "H", "H", "H", "H", "H", "H", "O", "S", "O", "O", "C", "C", "C", "H", "H", "H", "H", "H", "H", "H", "H", "O", "S", "O", "O", "C", "C", "C", "H", "H", "H", "H", "H", "H", "H", "H"], "positions_angstrom": [[0.137, -3.779, 0.436], [-1.104, -2.273, 3.157], [-1.223, -0.094, -0.469], [-0.012, -0.592, 0.337], [0.607, 0.539, 1.110], [-0.357, -1.687, 1.148], [-0.879, 0.522, -1.312], [-1.779, 0.585, 0.185], [-1.887, -0.769, -1.006], [0.738, -0.934, -0.395], [1.644, 0.308, 1.367], [0.031, 0.762, 2.010], [0.631, 1.483, 0.555], [0.110, -4.611, 2.939], [0.124, -3.831, 3.963], [-0.902, -4.333, 2.116], [1.165, -4.602, 2.211], [-3.055, -0.262, -3.108], [-4.373, -0.457, -3.640], [-5.478, -0.577, -2.708], [-4.648, 0.772, -4.634], [-3.720, 1.006, -5.706], [-4.329, 1.383, -7.052], [-4.465, -1.849, -4.846], [-2.970, 0.225, -5.860], [-3.100, 1.810, -5.294], [-4.628, 0.488, -7.586], [-3.463, 1.868, -7.512], [-5.020, 2.213, -6.922], [-3.642, -1.812, -5.556], [-5.353, -1.928, -5.477], [-4.490, -2.766, -4.260], [1.033, 5.712, 2.170], [2.120, 5.233, 1.341], [2.001, 5.283, -0.105], [3.504, 5.950, 1.801], [4.658, 5.709, 1.027], [5.883, 6.275, 1.743], [2.543, 3.527, 1.948], [4.628, 6.067, -0.006], [4.894, 4.660, 0.796], [6.043, 7.297, 1.407], [6.784, 5.666, 1.711], [5.695, 6.308, 2.820], [3.084, 3.019, 1.155], [1.639, 2.969, 2.184], [3.074, 3.700, 2.881], [0.319, 0.284, 6.189], [0.959, -0.637, 5.276], [0.257, -1.211, 4.144], [2.281, 0.100, 4.729], [3.055, -0.583, 3.719], [4.085, 0.443, 3.304], [1.748, -1.943, 6.233], [2.405, -0.936, 2.916], [3.522, -1.489, 4.114], [3.664, 1.320, 2.804], [4.736, 0.050, 2.515], [4.762, 0.876, 4.038], [2.024, -2.855, 5.704], [0.994, -2.340, 6.915], [2.579, -1.480, 6.756], [-1.916, -3.134, -3.444], [-0.600, -3.034, -2.859], [-0.361, -3.107, -1.403], [0.436, -4.097, -3.538], [0.098, -4.685, -4.827], [0.840, -6.003, -4.966], [0.169, -1.492, -3.444], [0.232, -3.931, -5.603], [-0.974, -4.878, -4.755], [1.600, -6.119, -4.193], [1.353, -6.074, -5.923], [0.153, -6.834, -4.829], [-0.634, -0.777, -3.626], [0.840, -1.599, -4.291], [0.743, -1.001, -2.656], [-3.136, -2.513, 2.307], [-4.567, -2.303, 2.117], [-5.368, -3.496, 2.039], [-5.134, -1.319, 3.269], [-6.573, -1.191, 3.392], [-7.133, -2.256, 4.303], [-4.841, -1.360, 0.601], [-7.119, -1.014, 2.460], [-6.686, -0.161, 3.749], [-8.178, -2.131, 4.587], [-6.615, -2.296, 5.260], [-7.025, -3.178, 3.732], [-3.874, -0.919, 0.358], [-5.532, -0.564, 0.865], [-5.177, -1.925, -0.262], [4.532, -4.465, 0.498], [3.650, -4.002, -0.513], [2.309, -3.544, -0.223], [4.436, -2.865, -1.342], [4.088, -1.471, -1.411], [5.346, -0.756, -0.948], [3.552, -5.235, -1.823], [3.208, -1.375, -0.768], [3.819, -1.161, -2.424], [5.331, 0.318, -1.123], [6.210, -1.227, -1.416], [5.529, -0.930, 0.115], [2.796, -4.850, -2.508], [3.394, -6.192, -1.337], [4.465, -5.223, -2.416], [2.109, 3.918, -4.161], [1.657, 2.661, -3.623], [1.967, 1.412, -4.271], [1.898, 2.632, -2.044], [3.228, 2.714, -1.548], [3.918, 4.088, -1.763], [-0.158, 2.717, -3.598], [3.894, 1.993, -2.042], [3.268, 2.278, -0.549], [4.495, 4.268, -0.856], [3.197, 4.866, -1.993], [4.595, 4.018, -2.611], [-0.518, 3.652, -3.179], [-0.628, 1.887, -3.066], [-0.476, 2.551, -4.627], [-3.870, 1.189, 2.289], [-2.816, 0.955, 3.240], [-2.052, -0.278, 3.272], [-1.725, 2.114, 3.035], [-2.200, 3.473, 3.084], [-2.007, 4.075, 1.705], [-3.416, 1.224, 4.968], [-1.641, 4.050, 3.821], [-3.253, 3.584, 3.351], [-2.211, 5.146, 1.761], [-2.718, 3.669, 0.984], [-0.999, 3.909, 1.328], [-4.355, 1.767, 5.049], [-2.587, 1.790, 5.389], [-3.563, 0.265, 5.456]], "lowdin_spin": [3.80, 3.76, 0.00, 0.01, 0.00, 0.11, 0.00, 0.00, 0.00, 0.00, 0.00, 0.00, 0.00, 0.03, 0.02, 0.04, -0.01, 0.00, 0.00, 0.00, 0.00, 0.00, 0.00, 0.00, 0.00, 0.00, 0.00, 0.00, 0.00, 0.00, 0.00, 0.00, 0.00, 0.00, 0.00, 0.00, 0.00, 0.00, 0.00, 0.00, 0.00, 0.00, 0.00, 0.00, 0.00, 0.00, 0.00, 0.00, 0.01, 0.03, 0.00, 0.00, 0.00, 0.00, 0.00, 0.00, 0.00, 0.00, 0.00, 0.00, 0.00, 0.00, 0.00, 0.02, 0.05, 0.00, 0.00, 0.00, 0.00, 0.00, 0.00, 0.00, 0.00, 0.00, 0.00, 0.00, 0.00, 0.03, 0.01, 0.00, 0.00, 0.00, 0.00, 0.00, 0.00, 0.00, 0.00, 0.00, 0.00, 0.00, 0.00, 0.00, 0.00, 0.01, 0.03, 0.00, 0.00, 0.00, 0.00, 0.00, 0.00, 0.00, 0.00, 0.00, 0.00, 0.00, 0.00, 0.00, 0.00, 0.00, 0.00, 0.00, 0.00, 0.00, 0.00, 0.00, 0.00, 0.00, 0.00, 0.00, 0.00, 0.00, 0.00, 0.01, 0.03, 0.00, 0.00, 0.00, 0.00, 0.00, 0.00, 0.00, 0.00, 0.00, 0.00, 0.00, 0.00]}

---

{"formula": "C28H71N5O9", "method": "ωB97M-V/def2-TZVPD", "homo_lumo_gap_ev": 8.82, "largest_force_ev_per_a": 2.21, "mol_weight_g_mol": 621.902, "e_above_lowest_kcal_mol": 13.82, "e_tot_ha": -2060.11199, "smiles": "COC[C@H](C)N.COCCNCCOC.COCCNCCOC.COCCNCCOC.COCCNCCOC", "elements": ["C", "O", "C", "C", "C", "N", "H", "H", "H", "H", "H", "H", "H", "H", "H", "H", "H", "C", "O", "C", "C", "N", "C", "C", "O", "C", "H", "H", "H", "H", "H", "H", "H", "H", "H", "H", "H", "H", "H", "H", "H", "C", "O", "C", "C", "N", "C", "C", "O", "C", "H", "H", "H", "H", "H", "H", "H", "H", "H", "H", "H", "H", "H", "H", "H", "C", "O", "C", "C", "N", "C", "C", "O", "C", "H", "H", "H", "H", "H", "H", "H", "H", "H", "H", "H", "H", "H", "H", "H", "C", "O", "C", "C", "N", "C", "C", "O", "C", "H", "H", "H", "H", "H", "H", "H", "H", "H", "H", "H", "H", "H", "H", "H"], "positions_angstrom": [[-3.724, -1.386, -2.053], [-2.707, -1.241, -1.092], [-1.450, -1.122, -1.704], [-0.340, -0.984, -0.690], [0.017, -2.326, -0.009], [-0.788, -0.032, 0.351], [-3.834, -0.467, -2.650], [-4.686, -1.512, -1.561], [-3.508, -2.237, -2.707], [-1.285, -1.980, -2.385], [-1.466, -0.274, -2.413], [0.626, -0.693, -1.109], [-0.861, -2.740, 0.487], [0.784, -2.164, 0.749], [0.440, -2.945, -0.800], [-1.152, -0.484, 1.180], [-1.590, 0.456, -0.032], [2.850, -0.364, -3.639], [2.227, -0.817, -4.798], [0.965, -1.406, -4.568], [0.123, -1.438, -5.822], [-0.192, -0.110, -6.317], [-0.359, 0.916, -5.336], [-1.152, 2.125, -5.809], [-2.321, 1.788, -6.517], [-3.456, 1.676, -5.698], [3.106, -1.181, -2.943], [2.237, 0.352, -3.070], [3.786, 0.120, -3.914], [0.436, -0.846, -3.794], [1.079, -2.441, -4.210], [-0.815, -1.903, -5.434], [0.482, -2.132, -6.579], [-0.931, -0.077, -7.003], [0.621, 1.287, -5.017], [-0.854, 0.556, -4.414], [-0.529, 2.813, -6.384], [-1.336, 2.661, -4.868], [-3.204, 1.231, -4.730], [-4.179, 0.981, -6.141], [-3.985, 2.631, -5.615], [0.441, 6.410, 5.530], [1.011, 5.163, 5.201], [0.471, 4.039, 5.852], [1.565, 2.989, 6.049], [1.053, 1.658, 5.897], [2.032, 0.612, 6.096], [1.363, -0.734, 5.947], [0.612, -0.861, 4.737], [1.340, -0.542, 3.587], [1.181, 7.012, 6.061], [-0.448, 6.294, 6.157], [0.117, 6.919, 4.620], [-0.325, 3.596, 5.229], [0.010, 4.277, 6.815], [1.928, 3.091, 7.077], [2.366, 3.233, 5.335], [0.322, 1.512, 5.223], [2.404, 0.735, 7.118], [2.882, 0.772, 5.414], [0.691, -0.861, 6.791], [2.097, -1.551, 5.895], [2.318, -1.052, 3.572], [1.537, 0.532, 3.486], [0.788, -0.880, 2.712], [-6.025, 4.070, -2.221], [-4.684, 3.693, -2.090], [-4.348, 3.367, -0.742], [-2.948, 2.851, -0.762], [-2.058, 3.792, -1.398], [-0.691, 3.309, -1.429], [0.239, 4.295, -2.108], [0.145, 4.240, -3.531], [-0.526, 5.371, -4.076], [-6.218, 5.021, -1.702], [-6.725, 3.310, -1.858], [-6.229, 4.267, -3.275], [-5.056, 2.603, -0.396], [-4.466, 4.260, -0.115], [-2.999, 1.871, -1.281], [-2.542, 2.632, 0.229], [-2.431, 4.087, -2.290], [-0.624, 2.337, -1.940], [-0.370, 3.198, -0.390], [1.247, 3.934, -1.869], [0.125, 5.309, -1.724], [-1.433, 5.637, -3.536], [-0.744, 5.143, -5.121], [0.169, 6.218, -4.144], [0.926, -6.838, -0.814], [1.329, -6.190, 0.373], [2.329, -5.234, 0.149], [2.675, -4.394, 1.360], [3.697, -4.951, 2.203], [3.226, -6.002, 3.112], [2.341, -5.486, 4.219], [3.003, -4.491, 4.981], [3.770, -4.985, 6.052], [0.830, -6.105, -1.627], [-0.049, -7.277, -0.620], [1.646, -7.595, -1.141], [1.989, -4.551, -0.648], [3.254, -5.672, -0.257], [1.743, -4.045, 1.835], [3.040, -3.455, 0.924], [4.230, -4.263, 2.711], [4.137, -6.459, 3.518], [2.765, -6.799, 2.526], [1.958, -6.299, 4.846], [1.486, -4.985, 3.761], [4.570, -5.685, 5.747], [3.192, -5.588, 6.761], [4.275, -4.115, 6.461]], "mulliken_charge": [-0.59, -0.47, -0.58, 0.72, -1.39, -0.44, 0.07, 0.29, 0.33, 0.82, -0.09, 0.10, 0.30, 0.20, 0.20, 0.31, -0.02, -0.50, -0.40, 0.32, -0.57, -0.32, 0.70, -0.36, -0.51, -0.38, 0.26, 0.11, 0.28, -0.47, 0.44, 0.26, 0.38, 0.31, 0.23, -0.78, 0.46, 0.13, -0.02, 0.31, 0.25, -0.65, -0.33, -0.31, -0.56, -0.21, -0.61, -0.38, -0.45, 0.00, 0.23, 0.33, 0.23, 0.20, 0.34, 0.16, 0.29, 0.29, 0.47, 0.27, 0.36, 0.18, 0.27, 0.28, -0.39, -0.85, -0.23, -1.01, 0.05, -0.38, 0.26, -1.04, -0.25, -0.79, 0.32, 0.33, 0.23, 0.42, 0.42, -0.23, 0.50, 0.34, -0.14, 0.43, 0.41, 0.42, 0.36, 0.22, 0.30, -0.75, -0.30, -0.40, -0.57, -0.36, -0.69, -0.46, -0.19, -0.86, 0.29, 0.24, 0.30, 0.20, 0.35, 0.11, 0.53, 0.33, 0.41, 0.29, 0.37, 0.24, 0.31, 0.35, 0.24]}